# 1
# C32H34I2KN9O8S

A structure of composition C32H34I2KN9O8S at a distorted geometry (the ωB97M-V functional and the def2-TZVPD basis, OMol25).

```
! RIJCOSX wB97M-V def2-TZVPD def2/J DEFGRID3
* xyz -2 1
K 0.51 0.81 1.36
O 0.09 2.63 3.36
C 0.68 3.13 2.38
O 1.79 2.79 1.92
C -0.06 4.26 1.61
C -1.56 3.99 1.51
C -2.28 5.26 1.03
C -1.88 5.27 -0.47
C -1.02 4.00 -0.55
O -1.66 3.13 0.38
C 0.35 4.30 0.11
C 1.40 3.26 -0.30
O 2.51 3.68 -0.67
O 0.98 2.06 -0.49
H 0.16 5.19 2.13
H -1.98 3.51 2.39
H -1.94 6.15 1.57
H -3.36 5.17 1.14
H -1.30 6.16 -0.75
H -2.75 5.20 -1.12
H -0.96 3.54 -1.53
H 0.74 5.27 -0.19
C 4.36 -2.53 0.15
C 3.08 -1.86 0.57
N 2.60 -0.71 0.28
N 3.07 0.30 -0.48
C 3.96 0.47 -1.50
N 4.11 1.77 -1.81
S 4.72 -0.71 -2.41
C 2.19 -2.62 1.50
C 1.54 -3.78 1.07
C 0.68 -4.42 1.94
C 0.51 -3.90 3.21
C 1.21 -2.76 3.55
N 2.04 -2.13 2.72
H 5.18 -1.83 0.17
H 4.28 -2.92 -0.86
H 4.58 -3.36 0.83
H 2.44 1.10 -0.36
H 3.55 2.51 -1.34
H 4.63 1.98 -2.64
H 1.69 -4.14 0.06
H 0.13 -5.29 1.62
H -0.18 -4.36 3.92
H 1.12 -2.32 4.54
N -2.74 0.34 -1.37
H -2.15 0.41 -2.19
H -2.36 -0.42 -0.81
H -2.57 1.19 -0.82
I 1.73 1.36 -7.21
C 0.95 1.85 -5.34
C 1.42 1.42 -4.12
N 0.61 1.96 -3.21
N -0.35 2.72 -3.75
C -0.16 2.65 -5.06
H 2.24 0.76 -3.88
H 0.71 1.92 -2.16
H -0.80 3.18 -5.74
I -4.23 -0.04 7.25
C -3.35 -0.62 5.41
C -2.32 0.14 4.90
C -1.74 -0.25 3.70
C -2.19 -1.38 3.03
C -3.24 -2.12 3.57
C -3.82 -1.75 4.77
C -1.58 -1.83 1.70
O -2.05 -2.89 1.22
O -0.69 -1.10 1.21
H -1.95 1.02 5.40
H -0.92 0.33 3.29
H -3.58 -3.00 3.04
H -4.63 -2.33 5.19
N -1.81 -4.92 -0.79
C -1.37 -4.94 -2.05
O -1.46 -5.93 -2.77
C -0.74 -3.67 -2.56
C -0.47 -3.60 -3.93
C 0.09 -2.45 -4.44
N 0.41 -1.40 -3.69
C 0.17 -1.47 -2.38
C -0.40 -2.58 -1.77
H -2.29 -5.74 -0.47
H -1.80 -4.10 -0.16
H -0.72 -4.45 -4.56
H 0.30 -2.36 -5.50
H 0.46 -0.60 -1.79
H -0.57 -2.55 -0.70
*
```

Computed properties:
**Frontier orbital gap**: 6.86 eV
**E**: -3928.3074 Eh
**Energy relative to the best compared isomer or geometry (same formula, charge and spin)**: 0.00 kJ/mol
**E_HOMO**: -0.13392 hartree

***

# 2
# C2H9NO

A cluster of 4 separate species, C2H9NO in total at a distorted geometry (the ωB97M-V functional and the def2-TZVPD basis, OMol25).

```
! RIJCOSX wB97M-V def2-TZVPD def2/J DEFGRID3
* xyz 0 1
N 0.78 -0.81 1.44
H 1.19 -1.30 2.27
H 0.33 -4.26 -3.40
H 0.52 0.21 1.28
H 0.06 -1.56 1.15
C -0.43 2.10 0.73
O 0.77 1.81 0.04
C -0.49 1.51 -0.65
H -0.71 1.52 1.59
H -0.55 3.27 0.82
H -0.88 0.46 -0.75
H -0.94 2.16 -1.43
H 0.36 -5.10 -3.09
*
```

Computed properties:
**Frontier orbital gap**: 10.23 eV
**E**: -211.4446 Eh
**Energy relative to the best compared isomer or geometry (same formula, charge and spin)**: 368.93 kJ/mol
**E_HOMO**: -0.33763 hartree

***

# 3
# C4H5NOS

An isolated molecule of C4H5NOS at a distorted geometry (the ωB97M-V functional and the def2-TZVPD basis, OMol25).

```
! RIJCOSX wB97M-V def2-TZVPD def2/J DEFGRID3
* xyz 0 1
O -2.38 0.93 -0.04
C -1.25 0.49 -0.07
C -0.14 1.32 0.32
N 1.04 1.07 -0.02
C 1.65 -0.12 -0.42
S 0.78 -1.61 0.10
C -1.01 -1.11 0.19
H -0.33 2.32 0.81
H 1.87 -0.19 -1.42
H 2.66 -0.12 0.10
H -1.13 -1.66 -0.67
H -1.76 -1.34 1.12
*
```

Computed properties:
**Frontier orbital gap**: 8.22 eV
**E**: -683.4957 Eh
**Energy relative to the best compared isomer or geometry (same formula, charge and spin)**: 294.64 kJ/mol
**E_HOMO**: -0.32270 hartree

***

# 4
# C22H39Cl3CoN3O3Si

A structure of composition C22H39Cl3CoN3O3Si at a distorted geometry (the ωB97M-V functional and the def2-TZVPD basis, OMol25).

```
! RIJCOSX wB97M-V def2-TZVPD def2/J DEFGRID3
* xyz -1 4
C -1.34 -1.89 -4.84
C -0.82 -2.21 -3.48
H -1.67 -2.81 -5.33
H -0.56 -1.46 -5.47
H -2.19 -1.20 -4.81
C -0.25 -3.40 -3.23
C 0.02 -4.42 -4.28
H -0.02 -3.69 -2.21
H 0.67 -4.05 -5.09
H -0.90 -4.81 -4.74
H 0.52 -5.27 -3.80
Co -3.38 1.63 0.68
Cl -4.81 2.54 1.96
Cl 1.63 1.79 -1.29
H 0.87 3.42 2.23
H -0.66 6.12 3.08
C 0.65 4.03 1.34
C -0.65 6.07 1.98
N -0.64 4.70 1.47
H 0.66 3.38 0.46
C -1.78 4.02 1.34
O -1.80 2.88 0.80
H -1.54 6.59 1.61
H -2.70 4.50 1.73
H 1.41 4.81 1.24
H 0.24 6.59 1.62
H 2.36 -0.70 -3.17
H 2.26 -3.34 -2.43
C 3.35 -0.81 -2.72
C 3.16 -3.12 -1.84
N 3.26 -1.69 -1.56
H 3.71 0.17 -2.38
C 3.69 -1.25 -0.31
O 4.30 -0.23 -0.07
H 3.13 -3.69 -0.90
H 3.41 -2.00 0.47
H 4.04 -1.26 -3.45
H 4.04 -3.45 -2.43
O 0.04 -0.12 -2.56
C -0.97 -1.14 -2.39
C 0.36 -2.02 -0.41
C -0.87 -1.78 -1.01
H 1.22 -1.44 -0.77
C 0.48 -3.03 0.55
H -1.96 -0.67 -2.46
C -2.04 -2.29 -0.43
H 1.47 -3.32 0.90
C -0.68 -3.64 1.05
C -1.94 -3.22 0.60
H -2.99 -1.95 -0.84
H -0.59 -4.42 1.81
H -2.85 -3.63 1.05
Si 0.21 1.47 -2.92
Cl -4.26 0.40 -0.71
C 1.47 2.31 -4.15
C -0.97 2.85 -2.34
C -0.98 1.33 -4.55
H 2.22 2.89 -3.60
H 0.95 3.02 -4.81
H 2.00 1.59 -4.79
H -0.40 0.80 -5.33
H -1.26 2.31 -4.95
H -1.90 0.77 -4.34
H -1.81 2.39 -1.81
H -1.37 3.46 -3.15
H -0.47 3.53 -1.65
C -0.26 -0.69 2.91
C -1.33 -0.08 2.18
N -2.22 0.42 1.62
H -0.06 -0.11 3.82
H 0.64 -0.73 2.27
H -0.54 -1.72 3.16
*
```

Computed properties:
**Frontier orbital gap (alpha / beta)**: 6.45 / 6.44 eV
**E**: -4304.6823 Eh
**Energy relative to the best compared isomer or geometry (same formula, charge and spin)**: 0.00 kJ/mol
**E_HOMO (alpha / beta)**: -0.15092 / -0.15092 hartree
**Expectation value of S²**: 3.759

***

# 5
# C2H4I2O

An isolated molecule of C2H4I2O at a distorted geometry (the ωB97M-V functional and the def2-TZVPD basis, OMol25).

```
! RIJCOSX wB97M-V def2-TZVPD def2/J DEFGRID3
* xyz 0 1
C 0.86 -0.15 0.48
C -0.38 -0.15 -0.41
O -1.57 -0.03 0.23
I -0.59 -1.72 -1.87
I -0.20 2.16 -1.50
H 0.61 0.72 1.21
H 0.92 -1.18 0.86
H 1.77 0.10 -0.21
H -1.43 0.25 1.21
*
```

Computed properties:
**Frontier orbital gap (alpha / beta)**: 8.10 / 8.10 eV
**E**: -749.1835 Eh
**Energy relative to the best compared isomer or geometry (same formula, charge and spin)**: 84.31 kJ/mol
**E_HOMO (alpha / beta)**: -0.33185 / -0.33186 hartree

***

# 6
# C3H3N5

An isolated molecule of C3H3N5 at a distorted geometry (the ωB97M-V functional and the def2-TZVPD basis, OMol25).

```
! RIJCOSX wB97M-V def2-TZVPD def2/J DEFGRID3
* xyz 0 1
N 2.22 -0.35 0.65
C 1.31 -0.24 -0.29
N 0.60 -1.36 -0.76
N -0.60 -1.49 -0.55
C -1.39 -0.59 0.23
C -1.19 0.72 0.21
N -0.17 1.47 -0.53
N 0.92 0.94 -0.91
H 2.55 0.61 0.71
H -2.34 -1.15 0.58
H -1.89 1.45 0.65
*
```

Computed properties:
**Frontier orbital gap**: 8.58 eV
**E**: -389.7377 Eh
**Energy relative to the best compared isomer or geometry (same formula, charge and spin)**: 344.00 kJ/mol
**E_HOMO**: -0.35950 hartree